C25H44Cl3N4O3SiY | ωB97M-V/def2-TZVPD

Values from the calculation:
Frontier orbital gap (eV): 7.9
M (g/mol): 672.00
Relative energy (zero: lowest compared OMol25 entry of this formula, charge and spin) (kJ/mol): 291.7
Multiplicity: 1

Each line ends with the Löwdin charge.
Element x y z (Å)
C 1.85 -5.35 0.16  -0.16
C -3.10 0.28 5.84  -0.03
H -2.40 2.62 -1.07  0.15
C 1.64 2.77 0.95  -0.02
H 0.18 -4.53 2.29  0.02
C -4.91 0.80 4.20  -0.01
N -1.50 3.03 -0.80  0.01
H 3.34 -5.31 -2.28  0.09
H 1.65 -3.54 2.45  0.03
C 3.97 1.33 -1.47  -0.11
C 0.28 4.28 -0.59  0.02
H -1.31 1.11 -3.05  0.13
Cl -3.42 -1.75 1.15  -0.12
Cl -0.06 -0.01 2.99  -0.12
C 3.95 0.04 -0.93  -0.02
H 4.79 2.02 -1.25  0.10
H 0.96 5.10 -0.69  0.11
C -0.98 4.21 -1.19  -0.31
H -1.65 1.76 4.21  0.11
C 3.98 -4.46 -1.99  -0.05
H 2.97 2.79 -2.74  0.11
C 3.35 -3.13 -2.27  -0.22
H -2.55 4.59 -2.60  0.08
C -0.68 -0.86 -4.49  -0.03
N -0.65 2.34 0.01  0.00
H 2.81 -5.15 0.59  0.04
H -5.50 1.63 4.61  0.09
C 0.46 3.09 0.14  -0.32
H 0.96 1.30 -3.00  0.08
H -2.27 5.91 -1.43  0.09
H -3.18 0.97 6.69  0.09
H -0.48 0.18 -4.69  0.08
H -2.04 0.00 5.72  0.09
H 2.52 2.58 0.33  0.06
H -1.43 -1.24 -5.18  0.09
H -2.53 -2.04 -1.93  0.08
H -1.35 -4.98 0.23  0.04
C 1.86 0.95 -2.49  -0.09
C -2.59 1.44 3.79  -0.37
C 2.81 -2.71 -3.46  -0.11
H 0.23 -1.44 -4.61  0.08
H -3.73 -0.61 6.02  0.10
Cl 0.07 -0.67 0.03  0.25
H -5.31 -0.13 4.60  0.09
H -1.03 -4.62 -1.46  0.02
C -1.01 -4.19 -0.45  -0.17
Si 0.77 -3.89 0.10  0.32
C 2.95 1.79 -2.29  -0.11
H 2.00 -5.58 -0.89  0.01
H 2.06 -1.93 -3.54  0.07
C -1.84 -2.22 -2.77  -0.02
N -3.50 0.91 4.59  -0.16
C 2.94 -0.88 -1.27  -0.17
H -1.10 5.63 -2.74  0.09
C 0.65 -3.57 1.99  -0.18
H 1.46 1.89 1.57  0.03
C 2.98 -2.38 -1.02  -0.23
O -2.32 0.27 -1.47  -0.19
H 2.75 -4.15 -5.04  0.08
H -4.98 0.81 3.12  0.08
H -1.09 -2.97 -2.49  0.06
H 1.01 -0.97 -2.23  0.04
O 1.67 -2.99 -0.87  -0.22
H 3.06 -2.46 -5.52  0.07
H 4.21 -4.58 -0.92  0.07
H 0.04 -2.73 2.36  -0.04
H 1.35 -6.15 0.69  0.04
C -1.63 0.20 -2.52  -0.30
N -1.20 -0.95 -3.12  -0.16
Y -1.92 0.21 0.99  0.69
C -1.77 5.13 -2.03  -0.03
C 3.27 -3.22 -4.76  -0.11
O -2.77 1.57 2.56  -0.21
H 4.73 -0.24 -0.21  0.11
H 1.88 3.63 1.56  0.09
H -1.77 -3.40 -0.39  -0.03
C 1.87 -0.35 -2.01  -0.19
H 4.91 -4.52 -2.55  0.08
H -2.38 -2.60 -3.66  0.10
H 3.72 -2.69 -0.25  0.16
H 4.35 -3.47 -4.68  0.09